# 1
Density functional theory data (ωB97M-V with the def2-TZVPD basis set) for a single C3H5NP4 molecule at a distorted geometry.

Atoms and positions in Å:
C 1.96952 1.39147 0.63312
C 0.85249 -0.89842 1.76390
C 0.15851 -0.02896 -0.84906
N -2.42590 -0.46362 -1.33960
P 1.63175 1.08875 -0.98173
P 1.69129 0.49799 2.13933
P -0.04637 -1.48782 0.36785
P -1.43233 0.25368 0.10760
H 2.58326 2.21513 0.75215
H 1.07674 -1.75157 2.51681
H -0.32183 -0.40036 -1.78501
H -3.40258 -0.59041 -1.09488
H -2.33456 0.17415 -2.23047

Its SMILES is NP1#P2C=PC=P[C@H]12. The max |F| is 0.05649 hartree/bohr. The total charge is 0. Its orbital gap is 7.01 eV. The calculation puts the LUMO energy at -1.1 eV.

Löwdin population analysis, charges in e, atoms 1 to 8:
1 C -0.782
2 C -0.848
3 C -1.013
4 N -0.307
5 P 0.849
6 P 0.792
7 P 0.662
8 P 0.680


# 2
Density functional theory data (ωB97M-V with the def2-TZVPD basis set) for a molecular structure, C3H5NS at a distorted geometry.

Atoms and positions in Å:
C -0.28227 0.62350 0.19018
C 0.44851 -0.51960 -0.32838
C -0.23667 -1.52674 -1.20166
H -0.42536 2.06772 1.86790
H 0.85192 1.59406 1.75524
H -1.35333 0.89343 0.01317
H 1.56068 -0.54574 0.18875
H -1.29538 -1.24541 -1.60043
N 0.38992 1.90042 0.52146
S 0.34198 -3.24165 -1.40626

The max |F| is 0.17961 hartree/bohr. The total charge is 0. Its orbital gap is 7.11 eV. The calculation puts the LUMO energy at -1.7 eV.

Löwdin population analysis, charges in e, atoms 1 to 8:
1 C -0.318
2 C -0.202
3 C -0.563
4 H 0.209
5 H 0.141
6 H 0.092
7 H 0.152
8 H 0.077


# 3
Density functional theory data (ωB97M-V with the def2-TZVPD basis set) for a single C3H5NS molecule at a distorted geometry.

Atoms and positions in Å:
C 0.28170 0.69411 1.21368
C -0.78679 -0.59024 -0.41947
C 0.45018 -0.07240 -1.00177
H 0.72596 -0.28319 1.38212
H -0.79327 -1.33204 0.36798
H -1.69335 -0.63959 -1.04498
H 1.42210 -0.43937 -0.69577
H 0.35662 0.16375 -2.09335
N -0.36551 0.73835 -0.07363
S 0.40236 1.76062 2.36518

Its SMILES is S=CN1CC1. The max |F| is 0.03727 hartree/bohr. The total charge is 0. Its orbital gap is 8.98 eV. The calculation puts the LUMO energy at 0.1 eV.

Löwdin population analysis, charges in e, atoms 1 to 8:
1 C -0.776
2 C -0.186
3 C -0.138
4 H 0.047
5 H 0.103
6 H 0.118
7 H 0.104
8 H 0.122


# 4
Density functional theory data (ωB97M-V with the def2-TZVPD basis set) for a single C3H5NS molecule at a distorted geometry.

Atoms and positions in Å:
C 1.29707 0.30979 0.15584
C 0.13687 -0.19613 -0.57471
C -1.06248 -0.60314 0.23666
H 1.06020 1.25810 0.78932
H 0.22164 -0.75754 -1.46851
H -1.91321 -1.12695 -0.09459
H -0.89125 -0.74903 1.33777
H -0.64981 1.35083 0.12974
N -1.05814 0.62071 -0.38534
S 2.85912 -0.10664 -0.12618

Its SMILES is S=C[C@H]1CN1. The max |F| is 0.07206 hartree/bohr. The total charge is 0. Its orbital gap is 8.43 eV. The calculation puts the LUMO energy at -0.6 eV.

Löwdin population analysis, charges in e, atoms 1 to 8:
1 C -0.640
2 C -0.361
3 C -0.173
4 H 0.097
5 H 0.121
6 H 0.095
7 H 0.130
8 H 0.058


# 5
Density functional theory data (ωB97M-V with the def2-TZVPD basis set) for a single C3H5NS2 molecule at a distorted geometry.

Atoms and positions in Å:
C 1.20158 -0.70625 0.82614
C 0.06241 -0.73212 -0.22949
C -1.18488 1.57155 -0.83012
H 1.51260 0.29435 1.03023
H 0.86698 -1.21343 1.75339
H 2.10221 -1.23646 0.31999
H 0.14582 -1.72293 -0.76587
H -1.42741 2.47053 -1.33504
N -1.92523 1.08814 0.09316
S 0.15389 0.65446 -1.47632
S -1.50797 -0.46784 0.61394

Its SMILES is C[C@@H]1SC=NS1. The max |F| is 0.04794 hartree/bohr. The total charge is 0. Its orbital gap is 9.08 eV. The calculation puts the LUMO energy at 0.7 eV.

Löwdin population analysis, charges in e, atoms 1 to 8:
1 C -0.196
2 C -0.881
3 C -0.606
4 H 0.048
5 H 0.066
6 H 0.101
7 H 0.078
8 H 0.056


# 6
Density functional theory data (ωB97M-V with the def2-TZVPD basis set) for a single C3H5NS2 molecule at a distorted geometry.

Atoms and positions in Å:
C 0.39581 -1.23788 -0.44214
C -0.61573 -0.41958 0.34307
C -0.62530 2.22949 0.53471
N 1.73103 -0.74934 -0.51943
S -1.07950 1.12463 -0.56460
S 2.24547 0.51695 0.20926
H 0.46545 -2.24919 -0.01731
H 0.06795 -1.36615 -1.48269
H -1.53020 -0.98957 0.49034
H -0.21055 -0.09041 1.30006
H -0.84444 3.23105 0.14874

The max |F| is 0.02239 hartree/bohr. The total charge is 0. Its orbital gap (spin up / spin down) is 7.08 / 7.07 eV. The calculation puts the LUMO energy (spin up / spin down) at -1.0 / -1.0 eV.

Löwdin population analysis, charges in e, atoms 1 to 8:
1 C -0.422
2 C -0.486
3 C -0.404
4 N -0.523
5 S 0.814
6 S 0.731
7 H 0.123
8 H 0.114


# 7
Density functional theory data (ωB97M-V with the def2-TZVPD basis set) for a molecular structure, C3H5NiO3 at a distorted geometry.

Atoms and positions in Å:
H 1.90947 0.95323 0.12699
O -0.17905 1.03102 -2.07791
C 0.37864 1.24032 -0.96198
C 0.19230 -1.65027 0.53118
O 1.64639 0.94937 -0.82400
O -0.29367 1.73600 -0.00490
C -0.81741 -1.01981 1.14269
H 1.22161 -1.54925 0.88177
H 0.00995 -2.37129 -0.26899
H -0.64367 -0.36502 2.00037
H -1.85242 -1.15411 0.81942
Ni -1.57216 2.19981 -1.36464

The spin multiplicity is 3. The max |F| is 0.05051 hartree/bohr. The total charge is +1. Its orbital gap (spin up / spin down) is 6.46 / 5.45 eV. The calculation puts the LUMO energy (spin up / spin down) at -7.1 / -8.1 eV.

Löwdin population analysis, charges in e, atoms 1 to 8:
1 H 0.176
2 O 0.054
3 C -0.752
4 C -0.069
5 O 0.212
6 O 0.007
7 C -0.081
8 H 0.059


# 8
Density functional theory data (ωB97M-V with the def2-TZVPD basis set) for a single C3H5O2P molecule at a distorted geometry.

Atoms and positions in Å:
C 1.42633 0.28539 0.69327
C 0.39751 0.37279 -0.76389
C -0.16845 -0.88005 -0.00275
O 2.31373 0.95010 1.02833
O 0.80069 -0.80864 1.05917
P -1.86006 -0.51124 0.71872
H -0.27069 1.24006 -0.95523
H 1.00733 0.21045 -1.64002
H -0.07989 -1.75067 -0.64143
H -2.31879 0.03246 -0.54799
H -1.24771 0.85935 1.05183

Its SMILES is O=C1C[C@H](P)O1. The max |F| is 0.12157 hartree/bohr. The total charge is 0. Its orbital gap is 10.54 eV. The calculation puts the LUMO energy at 0.7 eV.

Löwdin population analysis, charges in e, atoms 1 to 8:
1 C -0.464
2 C -0.056
3 C -0.603
4 O 0.173
5 O -0.020
6 P 0.840
7 H 0.076
8 H 0.076


The ΔE to the lowest compared entry with this formula, charge and spin results, record by record, are as follows: 124.75 673.30 176.60 206.60 88.64 457.04 0.00 216.68 kJ/mol.
The DFT total energy results, record by record, are as follows: -41834.5815 -15509.8941 -15515.0421 -15514.7311 -26351.8143 -26347.9961 -50367.7893 -16573.5293 eV.